Entry 1:
A structure of composition C18H42F4O10SSi2 at a distorted geometry, computed with ωB97M-V/def2-TZVPD.

- highest occupied orbital energy (eV) = -9.0
- orbital gap (hartree) = 0.31843
- LUMO level (eV) = -0.286

Each line ends with the Mulliken charge.
Cartesian coordinates (Å):
C  -3.83  -0.63  -4.01  -0.882
C  -2.28  -0.27  -3.55  0.234
F  -1.25  -0.98  -4.38  -0.332
Si  -1.99  -0.43  -1.65  0.303
C  -2.92  -1.90  -0.82  -0.454
C  -2.53  -3.39  -1.46  -0.167
O  -1.50  -3.31  -2.52  -0.501
C  -3.86  -4.28  -1.88  0.531
F  -3.43  -5.72  -1.80  -0.283
F  -4.97  -4.15  -0.88  -0.256
F  -4.31  -4.08  -3.29  -0.219
O  -0.26  -0.39  -1.39  -0.158
Si  0.23  -1.27  0.05  0.476
S  -0.18  -0.27  1.92  1.118
C  -1.82  0.63  2.00  -0.824
O  0.92  0.72  2.40  -0.622
O  -0.24  -1.40  3.02  -0.674
H  -3.96  -0.78  -5.17  0.306
H  -4.48  0.33  -3.72  0.301
H  -4.30  -1.52  -3.39  0.123
H  -2.14  0.89  -3.82  0.257
H  -2.54  0.81  -1.04  -0.206
H  -4.07  -1.76  -1.08  0.413
H  -2.88  -1.90  0.37  0.211
H  -2.02  -3.98  -0.56  0.400
H  -0.73  -3.90  -2.22  0.385
H  1.71  -1.39  -0.03  -0.144
H  -0.26  -2.67  0.01  -0.138
H  -2.06  1.31  1.05  0.216
H  -2.00  1.24  3.01  0.335
H  -2.67  -0.21  1.99  0.295
C  1.52  -1.03  -3.68  -0.554
O  2.77  -1.28  -4.31  -0.392
C  3.82  -1.52  -3.38  -0.361
C  4.79  -2.58  -3.91  -0.369
O  4.27  -3.92  -3.87  -0.488
C  3.22  -4.23  -4.80  -0.091
C  3.68  -4.25  -6.26  -0.634
O  3.85  -2.92  -6.75  -0.247
C  4.89  -2.83  -7.71  -0.815
H  1.54  -0.06  -3.18  0.476
H  0.75  -1.01  -4.45  0.255
H  1.28  -1.82  -2.97  0.092
H  3.42  -1.85  -2.41  0.140
H  4.35  -0.58  -3.24  0.411
H  5.66  -2.59  -3.25  0.440
H  5.16  -2.34  -4.90  0.105
H  2.36  -3.57  -4.65  -0.068
H  2.88  -5.24  -4.53  0.421
H  2.90  -4.73  -6.88  0.408
H  4.60  -4.83  -6.34  0.356
H  5.82  -3.27  -7.34  0.363
H  5.08  -1.77  -7.91  0.232
H  4.59  -3.31  -8.65  0.318
C  -3.21  6.07  7.20  -0.818
O  -2.05  5.80  6.43  -0.249
C  -0.93  6.58  6.82  -0.565
C  0.37  5.77  6.72  -0.241
O  0.53  4.79  7.75  -0.478
C  -0.34  3.65  7.68  -0.345
C  -0.05  2.72  6.50  -0.566
O  -0.55  3.29  5.29  -0.315
C  0.23  2.95  4.16  -0.799
H  -3.59  7.07  6.96  0.326
H  -3.97  5.33  6.94  0.226
H  -3.00  5.99  8.27  0.366
H  -1.04  6.95  7.85  0.357
H  -0.88  7.44  6.15  0.382
H  1.20  6.47  6.85  0.418
H  0.49  5.33  5.73  0.042
H  -1.38  3.95  7.72  0.111
H  -0.15  3.09  8.60  0.417
H  -0.57  1.77  6.65  0.383
H  1.02  2.53  6.43  0.379
H  1.29  3.18  4.33  0.412
H  -0.11  3.56  3.31  0.373
H  0.10  1.89  3.91  0.142

---

Entry 2:
A cluster of 3 separate species, C18H42FN4O11P2 in total at a distorted geometry, computed with ωB97M-V/def2-TZVPD.

- net charge = +1
- highest occupied orbital energy (eV) = -11.7
- orbital gap (hartree) = 0.31210
- LUMO level (eV) = -3.197

Each line ends with the Mulliken charge.
Cartesian coordinates (Å):
N  -3.51  2.23  0.46  -0.387
C  -3.12  1.38  -0.50  0.520
N  -3.95  0.82  -1.39  -0.513
C  -3.15  0.08  -2.13  0.452
F  -3.54  -0.66  -3.12  -0.063
N  -1.88  0.16  -1.77  -0.268
N  -1.85  0.99  -0.68  0.403
C  -0.58  1.29  0.02  -0.172
O  0.07  0.13  0.32  -0.320
C  -0.09  -0.39  1.66  -0.578
O  1.15  -0.68  2.14  -0.369
C  1.62  0.12  3.23  -0.572
C  1.60  1.61  3.00  -0.154
O  2.57  2.05  2.05  -0.544
H  -4.35  2.10  1.00  0.229
H  -2.96  3.06  0.64  0.233
H  -1.06  -0.27  -2.16  0.244
H  0.04  1.84  -0.68  0.176
H  -0.81  1.93  0.88  0.316
H  -0.67  0.29  2.29  0.475
H  -0.65  -1.32  1.59  0.333
H  1.10  -0.10  4.17  0.340
H  2.66  -0.17  3.38  0.359
H  1.88  2.07  3.96  0.416
H  0.60  2.01  2.77  0.108
H  2.74  2.96  2.31  0.324
O  6.84  3.85  7.11  -0.749
P  6.29  2.51  6.81  0.789
O  5.86  2.51  5.24  -0.161
C  6.86  2.70  4.24  -0.328
C  7.78  1.50  4.14  -0.973
O  4.81  2.58  7.49  -0.299
C  4.42  3.68  8.31  -0.348
C  3.74  4.77  7.50  -1.025
O  6.30  0.91  7.01  -0.217
C  7.41  0.24  7.66  -0.182
C  7.79  0.89  8.97  -1.149
H  7.43  3.61  4.44  0.279
H  6.33  2.83  3.30  0.319
H  8.44  1.44  5.01  0.180
H  8.42  1.57  3.26  0.433
H  7.21  0.57  4.10  0.274
H  5.27  4.08  8.86  0.340
H  3.72  3.28  9.05  0.356
H  4.34  5.04  6.63  0.276
H  3.57  5.66  8.11  0.360
H  2.77  4.42  7.13  0.243
H  8.26  0.21  6.98  0.244
H  7.09  -0.79  7.82  0.299
H  8.20  1.89  8.81  0.363
H  8.56  0.30  9.48  0.400
H  6.92  0.98  9.62  0.281
O  -4.85  -3.38  -8.95  -0.733
P  -5.70  -3.39  -7.75  1.019
O  -4.97  -4.19  -6.56  -0.361
C  -3.68  -3.77  -6.13  -0.474
C  -3.71  -2.45  -5.39  -0.802
O  -6.90  -4.42  -8.04  -0.357
C  -7.05  -5.07  -9.31  -0.286
C  -6.33  -6.40  -9.33  -1.033
O  -6.63  -2.40  -6.90  -0.281
C  -6.70  -0.99  -7.20  -0.112
C  -6.94  -0.72  -8.67  -1.176
H  -2.99  -3.73  -6.98  0.295
H  -3.31  -4.55  -5.46  0.339
H  -3.91  -1.62  -6.09  0.196
H  -2.75  -2.25  -4.92  0.339
H  -4.50  -2.44  -4.64  0.298
H  -6.70  -4.42  -10.11  0.315
H  -8.12  -5.21  -9.45  0.337
H  -5.30  -6.30  -9.00  0.278
H  -6.33  -6.82  -10.34  0.356
H  -6.83  -7.11  -8.67  0.282
H  -5.78  -0.50  -6.87  0.212
H  -7.51  -0.59  -6.60  0.306
H  -6.10  -1.04  -9.28  0.365
H  -7.09  0.34  -8.84  0.400
H  -7.82  -1.26  -9.02  0.284

---

Entry 3:
A structure of composition C18H42N3O2P2Pm at a distorted geometry, computed with ωB97M-V/def2-TZVPD.

- net charge = +2
- highest occupied orbital energy (spin up / spin down) (eV) = -13.2 / -13.3
- 2S+1 = 5
- orbital gap (spin up / spin down) (hartree) = 0.23381 / 0.24135
- ⟨S²⟩ = 6.02
- LUMO level (spin up / spin down) (eV) = -6.845 / -6.741

Each line ends with the Mulliken charge.
Cartesian coordinates (Å):
Pm  -0.25  0.01  -0.68  0.382
P  0.29  -2.64  -0.72  0.316
P  0.28  2.65  -0.39  0.334
N  2.03  0.05  -1.25  0.009
C  1.94  -2.47  -1.54  -0.921
H  2.54  -3.38  -1.36  0.443
H  1.77  -2.42  -2.63  0.467
C  2.79  -1.22  -1.14  -0.941
H  3.11  -1.30  -0.08  0.303
H  3.75  -1.28  -1.70  0.468
C  2.79  1.30  -0.99  -0.853
H  3.75  1.44  -1.53  0.467
H  3.11  1.26  0.08  0.246
C  1.94  2.60  -1.22  -0.951
H  1.77  2.69  -2.31  0.469
H  2.53  3.48  -0.93  0.440
C  0.43  3.28  1.31  0.840
C  -0.77  2.98  2.21  -1.447
H  -0.52  3.23  3.25  0.475
H  -1.05  1.93  2.22  0.093
H  -1.65  3.57  1.95  0.357
C  -1.05  3.36  -1.48  0.781
C  -2.43  3.38  -0.82  -1.202
H  -3.19  3.68  -1.54  0.461
H  -2.48  4.08  0.02  0.270
H  -2.74  2.39  -0.45  0.127
C  -1.05  -3.20  -1.89  0.874
C  -2.42  -3.30  -1.23  -1.227
H  -3.18  -3.51  -1.99  0.458
H  -2.74  -2.36  -0.75  0.120
H  -2.48  -4.10  -0.49  0.278
C  0.44  -3.45  0.90  0.753
C  -0.73  -3.22  1.85  -1.363
H  -0.49  -3.62  2.84  0.449
H  -1.66  -3.70  1.52  0.298
H  -0.94  -2.16  2.00  0.018
C  -2.68  -0.04  0.30  0.122
C  -0.55  4.69  -2.02  -1.458
H  -0.49  5.45  -1.23  0.274
H  0.44  4.60  -2.49  0.365
H  -1.22  5.08  -2.79  0.447
C  -0.55  -4.45  -2.59  -1.478
H  -1.22  -4.74  -3.40  0.446
H  0.44  -4.30  -3.05  0.373
H  -0.49  -5.30  -1.91  0.278
C  0.73  -4.92  0.65  -1.589
H  1.05  -5.40  1.58  0.426
H  -0.18  -5.44  0.33  0.312
H  1.52  -5.08  -0.09  0.366
C  0.73  4.76  1.25  -1.561
H  -0.16  5.34  0.99  0.315
H  1.06  5.12  2.23  0.420
H  1.52  5.02  0.54  0.361
H  1.29  2.75  1.74  0.285
H  1.32  -2.98  1.36  0.389
H  -1.12  2.66  -2.33  0.302
H  -1.12  -2.39  -2.65  0.239
O  -3.49  -0.09  1.12  -0.182
H  -0.28  -0.06  -3.20  0.163
H  -1.04  0.09  -3.05  -0.013
N  -1.02  -0.29  3.64  -0.289
C  0.15  -0.11  2.98  0.283
N  1.27  0.15  3.69  -0.410
O  0.22  -0.20  1.68  -0.082
H  -1.02  -0.21  4.66  0.211
H  -1.91  -0.36  3.14  0.134
H  2.12  0.38  3.18  0.250
H  1.23  0.23  4.71  0.207

---

Entry 4:
A cluster of 3 separate species, C18H42N3O3PSSi in total, computed with ωB97M-V/def2-TZVPD.

- highest occupied orbital energy (spin up / spin down) (eV) = -7.8 / -8.1
- 2S+1 = 3
- orbital gap (spin up / spin down) (hartree) = 0.29597 / 0.30934
- ⟨S²⟩ = 2.01
- LUMO level (spin up / spin down) (eV) = 0.293 / 0.270

Each line ends with the natural charge from an NBO analysis.
Cartesian coordinates (Å):
N  -5.50  0.54  3.23  -1.155
P  -6.36  0.02  1.81  0.923
O  -6.66  1.46  1.08  -0.979
Si  -4.66  -0.77  0.50  0.556
S  -3.37  0.74  -0.34  -0.430
H  -5.11  -0.24  3.73  0.385
H  -4.74  1.19  3.04  0.360
H  -5.93  2.08  1.05  0.486
H  -3.89  -1.75  1.31  -0.152
H  -5.24  -1.44  -0.68  -0.138
H  -2.79  1.07  0.83  0.148
C  -0.15  -0.89  -1.60  -0.632
C  -0.40  -2.36  -1.23  0.098
C  0.77  -3.25  -1.66  -0.414
C  0.85  -3.44  -3.17  -0.401
C  -0.46  -3.95  -3.75  -0.414
C  -1.68  -3.10  -3.36  0.101
N  -1.64  -2.91  -1.87  0.028
O  -2.19  -3.86  -1.21  -0.417
C  -1.70  -1.76  -4.10  -0.622
C  -2.97  -3.84  -3.70  -0.604
C  -0.58  -2.42  0.28  -0.601
H  0.48  -0.44  -0.84  0.235
H  0.36  -0.76  -2.55  0.200
H  -1.08  -0.33  -1.63  0.231
H  0.64  -4.23  -1.19  0.211
H  1.70  -2.82  -1.27  0.213
H  1.15  -2.50  -3.66  0.196
H  1.64  -4.16  -3.40  0.216
H  -0.41  -3.98  -4.84  0.212
H  -0.64  -4.97  -3.40  0.212
H  -2.46  -1.10  -3.69  0.221
H  -1.94  -1.96  -5.15  0.214
H  -0.74  -1.24  -4.09  0.211
H  -2.99  -4.83  -3.27  0.231
H  -3.05  -3.91  -4.78  0.203
H  -3.84  -3.29  -3.32  0.220
H  -1.43  -1.80  0.58  0.215
H  0.32  -2.02  0.75  0.204
H  -0.75  -3.43  0.63  0.231
C  1.82  3.28  3.74  -0.623
C  1.88  2.07  2.80  0.097
C  3.18  1.28  2.98  -0.415
C  4.41  2.01  2.46  -0.402
C  4.24  2.43  1.01  -0.415
C  2.96  3.24  0.75  0.100
N  1.81  2.48  1.35  0.034
O  1.32  1.59  0.59  -0.419
C  3.08  4.66  1.30  -0.622
C  2.70  3.35  -0.75  -0.605
C  0.67  1.19  3.09  -0.599
H  1.49  2.93  4.72  0.218
H  2.78  3.77  3.89  0.207
H  1.11  4.02  3.39  0.222
H  3.07  0.33  2.45  0.213
H  3.29  1.04  4.04  0.214
H  4.64  2.88  3.09  0.195
H  5.28  1.35  2.54  0.219
H  5.09  3.03  0.68  0.214
H  4.22  1.54  0.37  0.212
H  2.11  5.17  1.27  0.220
H  3.77  5.22  0.68  0.217
H  3.45  4.70  2.32  0.209
H  2.70  2.37  -1.23  0.231
H  3.49  3.96  -1.20  0.205
H  1.74  3.82  -0.94  0.220
H  -0.25  1.75  2.93  0.211
H  0.71  0.89  4.14  0.206
H  0.66  0.31  2.46  0.234

---

Entry 5:
A cluster of 6 separate species, C18H42N6O6 in total at a distorted geometry, computed with ωB97M-V/def2-TZVPD.

- structure (SMILES) = CN(C)C=O.CN(C)C=O.CN(C)C=O.CN(C)C=O.CN(C)C=O.CN(C)C=O
- highest occupied orbital energy (eV) = -8.9
- orbital gap (hartree) = 0.33091
- LUMO level (eV) = 0.061

Each line ends with the Mulliken charge.
Cartesian coordinates (Å):
C  -0.69  -2.90  0.38  -0.869
N  0.25  -3.92  -0.04  0.111
C  1.40  -3.55  -0.78  -0.942
C  0.01  -5.15  0.55  0.211
O  0.92  -5.99  0.43  -0.599
H  -0.01  -2.06  0.53  0.238
H  -1.34  -3.15  1.22  0.331
H  -1.52  -2.66  -0.29  0.250
H  1.16  -3.09  -1.74  0.342
H  2.05  -2.83  -0.28  0.338
H  1.93  -4.45  -1.10  0.324
H  -0.86  -5.19  1.23  0.267
C  6.92  1.04  -1.67  -1.002
N  7.77  1.36  -2.78  0.090
C  8.39  0.30  -3.58  -1.006
C  7.92  2.72  -3.17  0.023
O  8.68  2.94  -4.08  -0.551
H  7.26  1.54  -0.76  0.341
H  7.02  -0.02  -1.41  0.368
H  5.87  1.19  -1.93  0.312
H  9.36  0.01  -3.17  0.295
H  7.71  -0.52  -3.81  0.403
H  8.53  0.61  -4.61  0.350
H  7.40  3.53  -2.63  0.377
C  -0.61  2.64  1.28  -0.957
N  -0.27  3.15  -0.02  0.120
C  0.10  2.24  -1.15  -0.945
C  -0.08  4.45  -0.13  0.122
O  0.21  5.06  -1.11  -0.568
H  -0.24  3.24  2.11  0.353
H  -0.11  1.67  1.31  0.322
H  -1.68  2.66  1.52  0.273
H  1.08  1.80  -0.99  0.343
H  -0.63  1.47  -1.39  0.324
H  0.20  2.84  -2.06  0.335
H  -0.27  4.92  0.85  0.277
C  -7.82  -2.11  3.52  -0.961
N  -7.22  -1.28  2.51  0.118
C  -6.33  -0.13  2.80  -0.897
C  -7.37  -1.69  1.21  0.121
O  -6.79  -1.07  0.33  -0.589
H  -7.05  -2.53  4.17  0.322
H  -8.33  -3.03  3.22  0.332
H  -8.50  -1.49  4.10  0.323
H  -5.30  -0.43  2.61  0.278
H  -6.58  0.76  2.23  0.288
H  -6.41  0.14  3.86  0.360
H  -8.10  -2.50  1.06  0.306
C  -3.80  -1.12  7.18  -0.948
N  -3.65  0.18  7.93  0.120
C  -3.98  0.25  9.39  -0.856
C  -3.08  1.20  7.26  0.153
O  -2.62  1.24  6.15  -0.568
H  -4.66  -1.75  7.38  0.337
H  -3.06  -1.87  7.47  0.333
H  -3.81  -0.91  6.11  0.273
H  -4.99  -0.09  9.62  0.307
H  -3.40  -0.44  10.00  0.322
H  -3.80  1.23  9.83  0.287
H  -3.17  2.09  7.90  0.241
C  2.35  1.61  -8.75  -0.846
N  3.14  0.60  -8.01  0.043
C  2.53  0.27  -6.69  -0.927
C  4.43  0.36  -8.31  0.165
O  5.15  -0.42  -7.77  -0.549
H  2.12  2.35  -7.99  0.287
H  1.47  1.19  -9.25  0.258
H  2.89  2.09  -9.57  0.341
H  2.45  1.23  -6.19  0.355
H  1.57  -0.24  -6.66  0.289
H  3.13  -0.48  -6.18  0.304
H  4.78  0.87  -9.22  0.280

---

Entry 6:
A cluster of 4 separate species, C18H42N6O6PS in total at a distorted geometry, computed with ωB97M-V/def2-TZVPD.

- net charge = +1
- highest occupied orbital energy (eV) = -10.8
- orbital gap (hartree) = 0.25526
- LUMO level (eV) = -3.805

Each line ends with the Mulliken charge.
Cartesian coordinates (Å):
C  0.81  -1.05  2.14  -0.850
C  -0.48  -1.14  3.03  -0.600
N  -1.72  -1.25  2.21  0.285
C  -2.49  -2.40  2.12  -0.414
C  -3.55  -2.00  1.28  0.259
N  -4.75  -2.64  0.77  -0.560
C  -5.65  -2.18  1.49  0.675
O  -6.45  -1.69  2.16  -0.321
N  -3.38  -0.69  0.90  0.058
C  -2.25  -0.29  1.49  -0.124
P  -1.75  1.46  1.21  0.748
O  -0.14  1.65  1.16  -0.329
O  -2.26  2.31  2.52  -0.490
S  -2.46  2.14  -0.44  -0.421
H  0.54  -0.68  1.14  0.367
H  1.55  -0.41  2.65  0.205
H  1.22  -2.07  2.08  0.389
H  -0.44  -2.06  3.63  0.344
H  -0.56  -0.31  3.75  0.324
H  -2.35  -3.39  2.56  0.462
H  -3.96  -0.11  0.29  0.353
H  0.16  1.59  2.09  0.248
H  -2.46  1.69  3.23  0.391
C  -1.81  -8.19  -0.47  -1.429
C  -2.70  -6.97  -0.67  0.357
C  -2.05  -5.86  -1.51  -0.747
O  -1.10  -5.07  -0.81  -0.288
C  0.20  -5.64  -0.75  -0.726
N  -3.12  -6.48  0.65  -0.705
H  -1.02  -8.02  0.26  0.268
H  -2.40  -9.04  -0.11  0.369
H  -1.35  -8.50  -1.41  0.355
H  -3.59  -7.30  -1.21  0.424
H  -2.84  -5.15  -1.80  0.334
H  -1.63  -6.25  -2.44  0.404
H  0.45  -6.19  -1.66  0.327
H  0.30  -6.29  0.13  0.271
H  0.92  -4.82  -0.63  0.234
H  -3.79  -5.72  0.52  0.263
H  -2.32  -6.03  1.07  0.294
C  3.72  2.15  1.09  -1.390
C  3.37  2.96  2.34  0.383
C  4.55  3.76  2.91  -0.813
O  5.49  2.98  3.63  -0.383
C  6.45  2.32  2.82  -0.632
N  2.80  2.05  3.34  -0.531
H  4.30  1.26  1.31  0.295
H  2.81  1.82  0.58  0.239
H  4.28  2.76  0.38  0.389
H  2.60  3.68  2.05  0.379
H  4.15  4.47  3.63  0.365
H  5.05  4.34  2.13  0.433
H  6.74  2.91  1.95  0.299
H  6.09  1.33  2.51  0.223
H  7.34  2.16  3.44  0.261
H  2.49  2.60  4.14  0.261
H  3.57  1.49  3.72  0.289
C  0.75  5.79  -3.74  -1.475
C  0.13  4.45  -3.36  0.495
C  -0.14  3.54  -4.57  -0.661
O  -1.28  3.89  -5.33  -0.392
C  -1.07  4.91  -6.28  -0.649
N  -1.09  4.70  -2.58  -0.612
H  0.02  6.48  -4.18  0.285
H  1.15  6.29  -2.85  0.363
H  1.57  5.66  -4.45  0.353
H  0.84  3.94  -2.71  0.361
H  -0.35  2.53  -4.18  0.304
H  0.74  3.45  -5.21  0.432
H  -0.07  4.86  -6.72  0.302
H  -1.24  5.89  -5.84  0.234
H  -1.80  4.78  -7.08  0.256
H  -1.46  3.81  -2.26  0.010
H  -1.80  5.03  -3.23  0.327

---

Taking the records one at a time from the top gives molar mass values of 582.755, 571.497, 539.501, 439.679, 438.570, 501.611 u.